[1]
ORCA calculation (ωB97M-V/def2-TZVPD) on C38H37As2ClCuN3P as an isolated structure.

```
83
Properties=species:S:1:pos:R:3:forces:R:3:lowdin_spin:R:1
Cu -0.1417 -0.7314 -0.6091 0.012 -0.413 -0.246 0.437
C 0.2488 0.0349 3.0764 0.046 0.078 0.063 0.039
As 0.0765 -1.3185 1.7218 0.060 -0.142 -0.264 0.147
C 1.5245 -2.5179 2.1481 -0.022 -0.019 0.131 0.018
C -1.5255 -2.2936 2.1753 -0.062 -0.015 0.071 0.018
C -1.9630 -2.3902 3.4934 -0.056 -0.067 -0.055 0.007
C -3.1052 -3.1241 3.7866 0.001 -0.010 -0.051 0.002
C -3.8032 -3.7625 2.7694 0.025 0.025 0.016 0.002
C -3.3643 -3.6710 1.4547 -0.010 -0.023 0.059 0.002
C -2.2242 -2.9366 1.1518 -0.009 0.038 0.097 0.002
As -1.5579 -2.7469 -0.6483 0.153 0.118 0.195 0.087
C -3.0913 -3.0457 -1.7735 -0.024 0.059 -0.044 0.022
C -0.5155 -4.3518 -0.9403 -0.030 -0.043 -0.032 0.017
H 0.3974 -0.4670 4.0306 0.002 0.073 0.074 0.007
H -0.6411 0.6576 3.1155 -0.018 0.026 0.010 0.000
H 1.1210 0.6460 2.8547 0.027 0.019 0.047 0.000
H 1.3302 -2.9397 3.1336 0.029 -0.029 0.007 0.005
H 2.4597 -1.9623 2.1531 0.033 -0.005 0.015 0.000
H 1.5826 -3.3135 1.4111 0.000 -0.036 -0.002 0.000
H -1.4294 -1.9014 4.2987 0.015 0.011 -0.006 0.001
H -3.4504 -3.1959 4.8097 0.004 -0.001 -0.020 0.000
H -4.6944 -4.3317 2.9989 0.013 0.009 0.003 0.000
H -3.9222 -4.1717 0.6735 -0.004 -0.007 0.004 0.000
H -3.4109 -4.0788 -1.6519 -0.063 -0.011 -0.044 0.004
H -2.8050 -2.8767 -2.8091 -0.022 -0.018 -0.032 0.000
H -3.8939 -2.3657 -1.5000 -0.023 0.012 -0.007 0.000
H -1.0667 -5.2141 -0.5700 0.003 -0.035 -0.008 0.004
H 0.4378 -4.2762 -0.4229 0.019 -0.022 0.017 0.000
H -0.3366 -4.4627 -2.0084 0.026 -0.002 -0.016 0.000
Cl -0.1662 -1.1069 -3.3032 0.071 0.150 0.036 0.059
C 1.5236 -0.9737 -3.7875 -0.259 -0.080 0.062 0.002
C 1.8053 -1.2130 -5.1168 0.131 -0.017 -0.037 0.002
C 3.1308 -1.1664 -5.5270 -0.032 -0.012 -0.048 0.001
C 4.1402 -0.8978 -4.6133 -0.035 -0.002 0.051 0.001
C 3.8241 -0.6572 -3.2850 0.108 0.011 -0.046 0.005
C 2.4989 -0.6757 -2.8462 0.067 -0.007 -0.024 0.016
P 2.1005 -0.2492 -1.1325 -0.487 0.483 -0.027 0.067
C 2.1997 1.5642 -1.0214 0.139 -0.025 -0.013 0.002
C 1.5672 2.1871 0.0554 -0.034 0.024 0.051 0.001
C 1.6283 3.5618 0.2171 0.024 0.000 -0.050 0.000
C 2.3113 4.3361 -0.7136 0.004 -0.023 -0.003 0.002
C 2.9352 3.7291 -1.7947 -0.039 -0.043 0.043 0.000
C 2.8857 2.3487 -1.9460 0.012 0.010 -0.078 0.002
C 3.4587 -0.9295 -0.1703 0.132 -0.026 -0.016 0.004
C 4.1495 -0.1501 0.7516 0.035 -0.049 0.136 0.003
C 5.1585 -0.7227 1.5204 -0.071 0.021 -0.050 0.000
C 5.4818 -2.0610 1.3559 0.026 -0.053 -0.013 0.004
C 4.8040 -2.8385 0.4196 0.002 0.069 0.054 -0.001
C 3.7913 -2.2760 -0.3379 0.011 -0.044 0.009 0.003
H 1.0097 -1.4418 -5.8125 0.024 0.005 0.006 0.000
H 3.3701 -1.3544 -6.5650 0.008 0.004 0.010 0.000
H 5.1727 -0.8776 -4.9343 -0.011 0.004 0.010 0.000
H 4.6157 -0.4535 -2.5736 -0.008 0.007 -0.011 0.000
H 1.0118 1.5971 0.7749 -0.026 -0.045 -0.006 0.000
H 1.1396 4.0309 1.0618 0.011 -0.008 -0.015 0.000
H 2.3550 5.4114 -0.5973 0.001 -0.028 0.001 0.000
H 3.4652 4.3292 -2.5225 -0.005 -0.015 0.010 0.000
H 3.3769 1.8951 -2.7971 -0.001 -0.014 0.013 0.000
H 3.9103 0.8991 0.8715 0.020 0.007 -0.015 0.000
H 5.6985 -0.1151 2.2350 -0.002 -0.018 -0.012 0.000
H 6.2748 -2.4994 1.9475 -0.014 -0.003 -0.010 0.000
H 5.0694 -3.8789 0.2823 0.002 0.024 0.001 0.000
H 3.2719 -2.8845 -1.0720 -0.003 0.035 0.006 0.000
N -6.7290 6.5035 3.5724 0.045 -0.046 -0.034 0.000
C -6.0355 5.8444 2.9374 0.122 -0.115 -0.113 0.000
C -5.1616 5.0139 2.1398 -0.126 0.115 0.160 0.000
C -5.1557 5.1361 0.7552 -0.023 0.034 -0.083 0.000
C -4.3214 4.3384 -0.0093 -0.154 0.061 0.019 0.000
C -3.4896 3.4289 0.6195 0.192 -0.229 -0.221 0.000
C -3.4808 3.2998 1.9990 0.001 0.087 0.122 0.000
C -4.3238 4.0913 2.7595 0.011 -0.023 0.056 0.000
N -2.6245 2.6046 -0.1799 -0.031 0.204 0.101 0.000
C -2.1225 2.9119 -1.4281 -0.077 0.026 0.125 0.000
C -1.3633 1.8551 -1.8026 0.097 -0.178 0.024 0.000
N -1.3894 0.8967 -0.8082 0.152 0.177 -0.039 0.002
C -2.1484 1.3889 0.1518 -0.182 -0.018 -0.146 0.001
H -5.8128 5.8477 0.2748 0.002 0.002 0.009 0.000
H -4.3510 4.4181 -1.0866 0.017 -0.016 -0.007 0.000
H -2.8086 2.6117 2.4951 -0.001 0.018 -0.036 0.000
H -4.3257 4.0062 3.8376 -0.001 0.002 -0.017 0.000
H -2.3294 3.8443 -1.9209 0.005 0.005 0.020 0.000
H -0.8011 1.7209 -2.7115 -0.004 0.004 0.045 0.000
H -2.4314 0.8798 1.0584 0.026 -0.021 0.010 0.000
```
Positions in Å, forces in eV/Å.

Kohn-Sham gap (alpha / beta)	9.00 / 6.10	eV
multiplicity	2
DFT total energy	-232592.257	eV
LUMO level (alpha / beta)	-0.16995 / -0.28071	Eh
net charge	+2
M	815.6	g/mol

***

[2]
ORCA calculation (ωB97M-V/def2-TZVPD) on C38H37Cl5CoN4O2Si as an isolated structure.

```
88
Properties=species:S:1:pos:R:3:forces:R:3:lowdin_charge:R:1
Co -0.2895 0.1814 0.3780 -0.114 0.074 0.226 0.503
Cl -2.7365 -2.5196 -0.6475 -0.028 -0.198 0.097 0.761
C -1.2136 -2.7967 0.1228 -0.035 -0.007 -0.020 -0.642
C -0.4445 -1.7358 0.5627 0.009 0.056 -0.233 -0.209
C 0.6807 -2.0641 1.2857 0.026 -0.058 0.030 -0.610
Cl 1.5620 -0.6822 1.9239 -0.167 0.125 -0.240 0.828
C 1.1298 -3.3491 1.5255 -0.002 -0.071 0.041 -0.699
Cl 2.5537 -3.6297 2.4354 0.007 0.027 -0.024 0.729
C 0.3799 -4.4001 0.9994 0.004 0.048 -0.002 -0.694
Cl 0.9087 -6.0149 1.2126 -0.014 0.007 0.016 0.723
C -0.8063 -4.1212 0.3185 0.016 -0.001 0.011 -0.687
Cl -1.7558 -5.4191 -0.2777 -0.002 0.034 -0.009 0.717
N -0.0209 4.1891 -0.3426 -0.017 -0.019 0.066 0.142
C 1.1263 4.2604 0.4146 0.004 0.000 -0.029 -0.041
C 1.3051 3.0194 0.9468 0.061 -0.022 0.020 -0.082
N 0.2869 2.2044 0.5305 -0.176 -0.234 -0.075 0.077
C -0.4840 2.9279 -0.2486 0.021 0.123 -0.012 -0.259
C -1.5775 2.2595 -0.9118 -0.037 0.024 -0.096 -0.223
N -1.6907 0.9479 -0.7912 -0.008 -0.062 0.387 0.090
C -2.7896 0.5780 -1.5205 0.046 -0.006 -0.209 -0.079
C -3.3353 1.6853 -2.0895 0.038 0.031 -0.026 -0.027
N -2.5566 2.7454 -1.6908 -0.009 -0.017 0.013 0.150
H -0.3789 4.9262 -0.9263 -0.008 -0.009 -0.006 0.167
H 1.7030 5.1640 0.4954 -0.007 0.004 0.012 0.128
H 2.1032 2.6672 1.5775 -0.008 0.007 0.008 0.119
H -3.0843 -0.4464 -1.6298 -0.018 0.139 0.044 0.032
H -4.1796 1.8060 -2.7431 -0.008 0.006 0.008 0.128
H -2.7056 3.7082 -1.9401 0.023 -0.003 -0.039 0.171
C 3.8123 0.8110 -0.8457 0.003 -0.022 -0.010 -0.095
C 3.5305 -0.3053 -1.8618 -0.011 0.104 -0.116 -0.590
C 4.4032 -0.0353 -3.0988 -0.023 -0.060 0.008 -0.081
C 3.9091 -1.6521 -1.2361 -0.029 -0.023 0.031 -0.074
Si 1.6942 -0.2596 -2.3402 -0.132 -0.049 0.006 0.507
O 0.7614 -0.0705 -1.0446 0.372 0.071 0.276 -0.333
C 1.1228 -1.8071 -3.2423 0.109 0.033 -0.092 -0.208
C 1.9260 -2.6173 -4.0497 -0.021 -0.022 0.038 -0.093
C 1.4101 -3.7358 -4.6907 -0.017 -0.015 0.006 -0.076
C 0.0718 -4.0700 -4.5391 0.014 0.003 -0.006 -0.080
C -0.7487 -3.2751 -3.7512 -0.006 -0.005 0.000 -0.086
C -0.2232 -2.1589 -3.1170 -0.032 0.046 -0.002 -0.105
C 1.3870 1.2311 -3.4553 0.064 -0.024 -0.012 -0.198
C 1.3585 2.5178 -2.9078 0.035 -0.006 0.014 -0.110
C 1.1480 3.6393 -3.6975 -0.025 -0.017 -0.001 -0.100
C 0.9566 3.4951 -5.0662 -0.014 0.007 -0.012 -0.091
C 0.9849 2.2288 -5.6314 -0.015 0.003 -0.010 -0.076
C 1.1993 1.1118 -4.8324 -0.066 0.024 -0.007 -0.073
H 4.8801 0.8316 -0.6026 -0.001 -0.007 0.022 0.091
H 3.2569 0.6537 0.0810 -0.003 0.005 -0.011 0.032
H 3.5495 1.7957 -1.2407 0.027 0.004 -0.011 0.068
H 5.4602 -0.0945 -2.8199 0.004 0.020 -0.014 0.087
H 4.2177 0.9591 -3.5096 -0.003 0.002 -0.001 0.079
H 4.2398 -0.7551 -3.9029 0.006 -0.006 0.014 0.067
H 4.9955 -1.7226 -1.1203 -0.002 0.013 0.038 0.089
H 3.5831 -2.5033 -1.8364 0.037 0.012 -0.018 0.070
H 3.4677 -1.7622 -0.2420 -0.049 -0.025 0.004 0.057
H 2.9767 -2.3897 -4.1796 -0.004 0.003 -0.004 0.087
H 2.0553 -4.3500 -5.3060 -0.001 -0.001 -0.001 0.105
H -0.3297 -4.9444 -5.0348 0.001 0.000 0.000 0.105
H -1.7961 -3.5252 -3.6307 0.006 -0.007 0.007 0.096
H -0.8742 -1.5385 -2.5102 0.028 -0.021 0.007 0.062
H 1.5333 2.6416 -1.8428 0.009 -0.009 -0.060 0.070
H 1.1554 4.6305 -3.2562 0.021 0.018 -0.004 0.091
H 0.7981 4.3656 -5.6897 0.003 0.001 -0.002 0.102
H 0.8406 2.1102 -6.6978 0.003 0.004 0.000 0.106
H 1.2074 0.1288 -5.2912 0.013 0.002 0.008 0.104
C -4.1367 -0.3764 7.8497 -0.002 0.005 0.009 -0.029
C -3.3668 -0.1020 6.5934 0.009 -0.001 -0.004 -0.226
C -2.2001 0.6562 6.6188 -0.016 0.001 0.005 0.007
C -1.4821 0.9153 5.4668 0.014 0.006 -0.011 -0.186
C -0.2204 1.7355 5.5718 0.008 -0.003 0.007 -0.036
C -1.9549 0.3953 4.2378 -0.054 0.045 -0.042 -0.095
C -1.1835 0.6763 3.0616 -0.011 0.141 -0.003 -0.139
O -1.4988 0.3496 1.9077 0.098 -0.158 -0.007 -0.071
C -3.1365 -0.3902 4.1927 0.018 0.006 0.018 -0.163
C -3.6735 -0.9996 2.9299 -0.015 0.013 -0.006 -0.021
C -3.8119 -0.6154 5.3771 0.007 -0.016 -0.005 0.007
H -3.6684 0.0841 8.7168 -0.001 -0.001 0.000 0.081
H -4.2092 -1.4506 8.0259 0.002 -0.001 -0.002 0.094
H -5.1550 0.0057 7.7629 -0.001 0.000 0.002 0.093
H -1.8459 1.0498 7.5637 0.001 0.002 -0.001 0.122
H -0.0517 2.0215 6.6074 0.001 -0.002 0.000 0.084
H -0.2752 2.6530 4.9838 -0.006 -0.002 -0.004 0.089
H 0.6544 1.1727 5.2410 0.007 0.008 0.005 0.089
H -0.2514 1.2340 3.1998 0.027 -0.082 0.014 0.101
H -2.9204 -1.6074 2.4293 0.013 -0.025 -0.014 0.073
H -3.9771 -0.2346 2.2141 0.011 0.000 0.000 0.094
H -4.5340 -1.6252 3.1588 -0.003 0.007 -0.003 0.087
H -4.7125 -1.2180 5.3593 -0.003 0.003 -0.003 0.127
```
Positions in Å, forces in eV/Å.

energy relative to the best compared isomer or geometry (same formula, charge and spin)	0.0	kJ/mol
Kohn-Sham gap (alpha / beta)	7.45 / 7.45	eV
multiplicity	1
DFT total energy	-158176.181	eV
LUMO level (alpha / beta)	-0.12196 / -0.12208	Eh
net charge	+1
M	846.0	g/mol

***

[3]
ORCA calculation (ωB97M-V/def2-TZVPD) on C38H37FeN11PSSe as an isolated structure in a non-equilibrium geometry.

```
90
Properties=species:S:1:pos:R:3:forces:R:3:lowdin_spin:R:1
Fe 0.0153 -0.7509 -0.5130 -1.852 0.364 -0.079 3.701
C 5.7740 -0.1006 3.5780 -0.014 0.013 0.035 0.006
C 5.9191 0.3489 2.2715 -0.016 0.008 -0.039 0.002
C 4.8031 0.5153 1.4643 0.017 -0.006 0.033 0.009
C 3.5357 0.2165 1.9634 -0.071 -0.064 -0.062 0.022
C 3.3934 -0.2305 3.2737 -0.045 -0.017 0.074 0.010
C 4.5122 -0.3852 4.0824 -0.031 -0.012 -0.043 0.000
P 2.0791 0.4684 0.8967 1.192 0.700 0.347 0.373
C 2.2887 2.2682 0.5015 -0.125 -0.120 -0.199 0.109
C 1.9872 3.1348 1.5551 -0.043 0.018 -0.011 0.022
C 2.0772 4.5084 1.3833 0.006 -0.043 0.001 -0.002
C 2.4714 5.0279 0.1539 -0.027 0.009 0.049 0.015
C 2.7725 4.1722 -0.8959 -0.041 -0.078 -0.054 0.004
C 2.6732 2.7926 -0.7350 -0.089 0.019 0.054 0.029
C 1.3721 -1.5023 1.1687 0.251 -0.423 0.153 0.246
C 1.0340 -2.4872 2.0918 -0.108 -0.097 -0.013 0.038
C 1.2345 -3.8144 1.7441 -0.016 -0.028 0.080 0.020
C 1.8319 -4.1659 0.5247 -0.001 -0.059 0.025 0.002
C 2.2401 -3.1992 -0.3691 0.101 0.051 -0.098 0.019
C 1.9873 -1.8619 -0.0391 0.262 0.121 0.103 0.024
H 6.6474 -0.2200 4.2080 -0.054 -0.009 -0.042 0.000
H 6.9047 0.5715 1.8819 -0.047 0.001 0.005 0.000
H 4.9170 0.8746 0.4480 0.010 0.010 0.006 0.001
H 2.4068 -0.4416 3.6756 0.065 -0.030 -0.034 0.000
H 4.4003 -0.7329 5.1018 -0.009 0.044 -0.035 0.000
H 1.6976 2.7289 2.5222 0.006 0.044 -0.049 0.003
H 1.8516 5.1730 2.2091 0.021 -0.033 -0.039 0.000
H 2.5565 6.1000 0.0210 -0.012 -0.056 0.008 0.001
H 3.0927 4.5800 -1.8488 -0.004 -0.044 0.063 0.001
H 2.9180 2.1308 -1.5544 0.021 0.018 0.013 0.002
H 0.6446 -2.2449 3.0750 -0.070 0.011 -0.059 0.004
H 0.9506 -4.5973 2.4408 0.058 0.043 -0.065 0.002
H 2.0106 -5.2113 0.3042 -0.011 0.047 0.018 0.000
H 2.7680 -3.4672 -1.2755 -0.033 0.004 -0.018 0.002
Se -2.4173 6.6505 -0.7418 -0.197 0.591 -0.023 0.001
N -2.5261 5.4001 0.5047 0.011 -0.002 -0.070 0.000
C -1.9418 4.3434 0.0115 0.178 -0.348 -0.007 0.000
C -1.7449 3.1085 0.7679 -0.050 0.216 -0.213 0.004
C -2.1328 2.9692 2.0952 -0.063 0.188 0.028 0.008
C -1.7622 1.8304 2.7755 -0.035 -0.005 0.177 0.003
C -1.0257 0.8703 2.1057 0.367 -0.226 0.019 0.019
N -0.7157 0.9512 0.8145 -0.368 -0.212 -0.109 0.056
C -1.0776 2.0512 0.1500 0.138 0.172 -0.260 0.007
C -0.6382 2.1372 -1.2509 -0.008 -0.182 0.100 0.004
N -0.0933 1.0271 -1.7936 0.120 0.207 0.212 0.034
C 0.4518 1.1260 -3.0069 -0.021 -0.153 0.060 0.008
C 0.4552 2.3022 -3.7425 0.018 -0.009 -0.115 0.001
C -0.1648 3.4133 -3.2203 -0.044 0.208 -0.052 0.004
C -0.7332 3.3331 -1.9513 -0.101 0.224 0.071 0.001
C -1.4028 4.4680 -1.3157 0.135 -0.376 0.081 0.000
N -1.5478 5.6276 -1.8940 -0.050 -0.004 0.018 0.000
H -2.6772 3.7726 2.5780 0.032 -0.045 -0.029 0.000
H -2.0111 1.6928 3.8192 0.038 0.000 -0.021 0.000
H -0.6169 0.0153 2.6302 -0.077 -0.039 0.010 0.001
H 0.8986 0.2229 -3.4025 0.008 0.039 0.045 0.001
H 0.9343 2.3264 -4.7129 -0.033 -0.012 0.054 0.000
H -0.2106 4.3537 -3.7599 0.003 -0.090 0.033 0.000
N 3.1320 -0.2286 -1.6394 -0.042 -0.153 -0.207 0.090
C 2.4791 -0.5580 -0.6124 0.412 -0.126 0.381 0.001
H 3.3367 -1.0222 -2.2551 -0.072 0.031 0.052 0.002
C -2.3262 -2.1012 1.5390 -0.162 0.051 -0.206 0.001
N -2.0383 -1.7501 0.1011 -0.164 -0.186 -0.261 0.031
C -2.2960 -3.0243 -0.6782 -0.113 0.104 0.206 0.001
N -3.6295 -3.5530 -0.4845 0.016 0.121 0.072 0.002
C -3.8388 -3.8316 0.9394 0.052 0.155 -0.024 0.000
N -3.6661 -2.6133 1.7389 -0.044 0.030 -0.135 0.001
C -4.6365 -1.6089 1.2802 0.145 -0.091 -0.068 0.000
N -4.4465 -1.2938 -0.1430 0.012 -0.156 0.020 0.002
C -3.1091 -0.7775 -0.3272 0.040 -0.159 0.035 0.003
C -4.5987 -2.5375 -0.9117 0.098 0.028 0.120 0.000
H -2.2178 -1.2050 2.1398 0.049 0.061 0.040 0.000
H -1.6033 -2.8479 1.8571 0.090 -0.045 0.002 0.000
H -1.5516 -3.7610 -0.3697 0.021 0.016 -0.004 0.000
H -2.1649 -2.8067 -1.7313 0.043 0.057 -0.076 0.000
H -3.1193 -4.5831 1.2678 0.002 -0.010 0.011 0.000
H -4.8449 -4.2206 1.0883 -0.011 -0.004 0.001 0.000
H -4.5190 -0.6973 1.8692 0.004 0.002 0.003 0.000
H -5.6441 -1.9937 1.4261 -0.022 -0.003 0.019 0.000
H -3.0053 0.1347 0.2597 0.022 0.006 0.016 0.000
H -2.9488 -0.5432 -1.3844 0.023 -0.015 -0.006 0.001
H -4.4508 -2.3241 -1.9716 0.001 0.013 -0.024 0.000
H -5.6075 -2.9220 -0.7695 -0.016 -0.002 0.000 0.000
N -0.7228 -3.8232 -4.4826 0.089 0.003 0.018 0.004
C -0.7625 -2.5792 -4.0202 -0.236 0.209 0.135 0.011
N -1.5378 -1.6968 -4.6507 -0.037 0.005 -0.019 0.002
S 0.1739 -2.1580 -2.6567 0.513 -0.508 -0.267 0.031
H -1.1869 -4.1036 -5.3318 -0.012 0.002 -0.015 0.000
H -0.1383 -4.4937 -4.0149 0.019 -0.036 0.012 0.000
H -2.0310 -1.9249 -5.4999 -0.030 -0.002 0.019 0.000
H -1.5475 -0.7423 -4.3417 0.019 0.056 0.019 0.000
```
Positions in Å, forces in eV/Å.

energy relative to the best compared isomer or geometry (same formula, charge and spin)	160.6	kJ/mol
Kohn-Sham gap (alpha / beta)	6.21 / 7.12	eV
multiplicity	6
DFT total energy	-176241.459	eV
LUMO level (alpha / beta)	-0.20502 / -0.23303	Eh
net charge	+2
M	845.6	g/mol